Density functional theory data (ωB97M-V/def2-TZVPD) for a cluster of 4 separate species, C32H65N4O8PS in total.

Each line ends with the Mulliken charge.
Cartesian coordinates (Å):
O: -5.16 4.29 4.03  -0.2943
N: -5.00 3.23 3.64  0.3838
O: -4.65 3.24 2.21  -0.2634
C: -5.32 2.26 1.45  0.0266
S: -6.58 1.34 2.46  0.0596
C: -7.91 0.88 1.27  -0.5496
C: -9.01 0.17 2.08  -0.8761
C: -10.42 0.59 1.71  -0.9327
C: -10.84 1.86 2.42  0.5507
O: -11.06 1.90 3.61  -0.5350
O: -10.96 2.99 1.68  -0.4583
P: -5.56 -0.47 3.13  0.6245
O: -4.95 -0.16 4.41  -0.5592
H: -4.58 1.56 1.10  0.0959
H: -5.82 2.77 0.64  0.3606
H: -7.45 0.19 0.59  0.4623
H: -8.24 1.76 0.74  0.4924
H: -8.85 0.31 3.15  0.6228
H: -8.92 -0.89 1.90  0.4572
H: -10.59 0.68 0.64  0.4425
H: -11.09 -0.18 2.06  0.3109
H: -10.77 2.81 0.75  0.3459
H: -6.50 -1.52 3.17  0.1610
H: -4.61 -0.76 2.12  0.0759
C: -2.72 -3.61 -2.47  -1.7515
C: -3.16 -2.24 -1.91  1.8330
C: -2.51 -1.12 -2.72  -1.5365
C: -1.02 -0.98 -2.45  -0.3188
C: -0.74 -0.83 -0.96  -1.2065
C: -1.38 -1.91 -0.10  2.1458
N: -2.82 -2.14 -0.46  0.2479
O: -3.54 -1.21 0.08  -0.4216
C: -0.59 -3.23 -0.23  -1.8641
C: -1.24 -1.52 1.37  -1.9884
C: -4.67 -2.21 -2.11  -1.9300
H: -3.25 -3.81 -3.41  0.4860
H: -1.66 -3.66 -2.71  0.2954
H: -2.96 -4.42 -1.78  0.3537
H: -3.00 -0.17 -2.48  0.3084
H: -2.69 -1.30 -3.78  0.4416
H: -0.47 -1.84 -2.86  0.2556
H: -0.64 -0.11 -2.98  0.6014
H: 0.34 -0.83 -0.79  0.2061
H: -1.10 0.16 -0.64  0.4239
H: -1.12 -4.05 0.25  0.3889
H: 0.38 -3.13 0.26  0.4799
H: -0.38 -3.51 -1.25  0.2807
H: -1.66 -0.53 1.58  0.3204
H: -0.19 -1.48 1.64  0.4319
H: -1.74 -2.24 2.02  0.4562
H: -5.16 -3.00 -1.54  0.4497
H: -4.90 -2.36 -3.16  0.4634
H: -5.11 -1.25 -1.82  0.2711
C: 4.78 1.15 -3.28  -2.1508
C: 3.71 0.05 -3.10  2.0647
C: 4.02 -0.75 -1.84  -0.4716
C: 5.23 -1.67 -2.00  -0.7444
C: 5.07 -2.57 -3.22  -1.3520
C: 4.73 -1.82 -4.51  1.7084
N: 3.64 -0.82 -4.31  0.4293
O: 2.50 -1.43 -4.32  -0.5951
C: 6.00 -1.12 -5.05  -1.7052
C: 4.36 -2.82 -5.59  -1.8717
C: 2.41 0.81 -2.91  -1.3214
H: 4.61 1.96 -2.57  0.4988
H: 5.79 0.81 -3.10  0.3187
H: 4.73 1.58 -4.28  0.4049
H: 3.15 -1.36 -1.58  0.2634
H: 4.18 -0.07 -1.00  -0.1991
H: 6.15 -1.09 -2.07  0.3145
H: 5.33 -2.29 -1.10  0.4722
H: 5.98 -3.15 -3.37  0.4035
H: 4.27 -3.30 -3.01  0.3879
H: 5.75 -0.45 -5.87  0.3720
H: 6.70 -1.86 -5.43  0.4722
H: 6.54 -0.55 -4.29  0.2761
H: 3.54 -3.48 -5.28  0.3487
H: 5.21 -3.46 -5.81  0.4390
H: 4.06 -2.32 -6.51  0.4551
H: 2.15 1.40 -3.79  0.5824
H: 2.49 1.50 -2.06  0.2152
H: 1.58 0.14 -2.69  -0.1589
C: 5.66 3.21 2.62  -1.9350
C: 4.47 2.50 1.95  2.1146
C: 3.20 3.32 2.19  -1.3008
C: 2.70 3.24 3.63  -0.5387
C: 2.52 1.79 4.06  -1.1795
C: 3.76 0.92 3.83  1.7368
N: 4.33 1.11 2.46  0.2821
O: 3.62 0.42 1.61  -0.3914
C: 4.83 1.23 4.89  -1.6834
C: 3.39 -0.54 4.06  -1.7213
C: 4.80 2.51 0.46  -1.8091
H: 5.96 4.08 2.04  0.4716
H: 5.45 3.59 3.62  0.3299
H: 6.52 2.54 2.68  0.3746
H: 2.40 2.96 1.52  0.3207
H: 3.38 4.36 1.92  0.3798
H: 3.38 3.77 4.30  0.3296
H: 1.74 3.76 3.71  0.4006
H: 2.26 1.75 5.12  0.3811
H: 1.67 1.36 3.52  0.3034
H: 5.77 0.74 4.65  0.3738
H: 4.51 0.86 5.86  0.4514
H: 5.02 2.29 5.02  0.3032
H: 2.55 -0.85 3.45  0.0790
H: 3.10 -0.68 5.10  0.4555
H: 4.23 -1.20 3.85  0.4630
H: 5.70 1.93 0.26  0.4993
H: 4.97 3.53 0.13  0.5294
H: 3.99 2.10 -0.14  -0.0036

E_LUMO (spin up / spin down)   -3.81 / -3.81 eV
Total charge   +1
Gap between HOMO and LUMO (spin up / spin down)   5.977 / 6.865 eV
2S+1   4
<S²>   3.76
Highest occupied orbital energy (spin up / spin down)   -0.35950 / -0.39211 Ha
DFT total energy   -76687.4625 eV
Energy above the lowest of the compared OMol25 structures with the same formula, charge and spin   0.0 kJ/mol